Density functional theory data (ωB97M-V with the def2-TZVPD basis set) for a 10-piece molecular cluster, H22NO9 overall at a distorted geometry.

Structure (XYZ):
```
32
Properties=species:S:1:pos:R:3:lowdin_charge:R:1
O -2.2598 2.7990 -1.1612 -0.094
O -4.4005 0.4207 -0.6973 -0.082
O 3.0545 -2.5649 0.0682 -0.068
O -0.0940 -2.5728 -0.3350 -0.055
O 1.2265 -1.1201 2.1542 -0.153
O -2.1757 -0.9769 -1.2917 -0.052
O -1.1936 2.5311 1.3642 -0.172
O 1.4279 0.1135 -1.8426 -0.038
O 3.5827 0.5483 0.3129 -0.088
N -0.0198 0.3369 0.2542 0.245
H 4.3813 0.5733 -0.2141 0.032
H 3.3723 -3.0406 0.8357 0.035
H 0.8360 -2.7850 -0.2556 0.013
H -0.7173 -0.3150 -0.0753 0.065
H 0.4250 -0.1371 1.0272 0.029
H -0.6968 3.2709 1.7135 0.030
H 0.5967 0.4237 -0.5411 0.028
H 1.5649 0.8452 -2.4443 0.070
H 1.2041 -0.6246 -2.4095 0.064
H 1.0438 -0.3766 2.7286 -0.001
H -1.9096 2.4072 1.9873 0.034
H -3.5681 -0.0142 -0.8827 -0.047
H -2.3269 3.7508 -1.0847 0.023
H 3.2178 1.4300 0.2375 0.007
H -1.6969 -1.7795 -1.0849 0.016
H -2.1912 -0.9464 -2.2483 0.074
H -0.2607 1.2007 0.7189 0.047
H -1.8680 2.5188 -0.3340 -0.050
H 2.7087 -1.7448 0.4205 -0.026
H -0.5370 -3.2314 0.2000 0.059
H 1.5300 -1.8102 2.7440 0.044
H -4.2562 0.8700 0.1355 0.010
```

As for the charge: 0. The energy above the lowest of the compared OMol25 structures with the same formula, charge and spin is 13.7 kcal per mole. As for the multiplicity: 2. Its expectation value of S² is 0.75. For the HOMO energy (spin up / spin down), the calculation gives -3.0 / -10.3 eV. The value obtained for the molar mass is 180.17 u. As for the orbital gap (spin up / spin down): 3.04 / 10.11 eV.